# 1
Entry from OMol25: a single BrClIO3P molecule (the ωB97M-V functional and the def2-TZVPD basis).

Properties
energy above the lowest of the compared OMol25 structures with the same formula, charge and spin = 4.7 kcal/mol
gap between HOMO and LUMO = 8.55 eV
lowest unoccupied orbital energy = -1.806 eV
strongest force on any atom = 2.06 eV/Å

XYZ file:
```
7
BrClIO3P, DFT the ωB97M-V functional and the def2-TZVPD basis
I 0.76 -2.42 -0.86
Br 0.49 0.67 -3.07
Cl -0.83 -0.96 2.13
P 0.33 0.04 -0.37
O -0.92 0.04 0.69
O 1.49 0.86 -0.05
O -0.49 0.63 -1.61
```


# 2
Entry from OMol25: a molecular structure, BrCu (the ωB97M-V functional and the def2-TZVPD basis).

Properties
charge = +1
energy above the lowest of the compared OMol25 structures with the same formula, charge and spin = 6.7 kcal/mol
2S+1 = 2
⟨S²⟩ = 0.753
gap between HOMO and LUMO (spin up / spin down) = 9.87 / 7.34 eV
lowest unoccupied orbital energy (spin up / spin down) = -6.978 / -9.110 eV
strongest force on any atom = 0.91 eV/Å

XYZ file:
```
2
BrCu, DFT the ωB97M-V functional and the def2-TZVPD basis
Br -0.64 -1.25 0.01
Cu 0.64 1.25 -0.01
```